5 unconnected molecules or ions with the total composition C6H7BCl16FP. Source: the Open Molecules 2025 dataset; level of theory: ωB97M-V with the def2-TZVPD basis set.

The spin multiplicity is 1. The SMILES is ClC(Cl)(Cl)Cl.ClC(Cl)(Cl)Cl.ClC(Cl)(Cl)Cl.ClC(Cl)(Cl)Cl.CP(C)BF. The frontier orbital gap comes out at 8.534 eV. The HOMO energy is -8.56 eV. The LUMO energy comes out at -0.021 eV. Its electronic energy is -8061.9350 hartree.

```
32
Properties=species:S:1:pos:R:3:lowdin_charge:R:1
Cl 0.697 1.795 -4.184 0.539
C -0.555 2.124 -2.981 -2.044
Cl -0.751 0.707 -1.940 0.550
Cl -0.092 3.508 -1.997 0.509
Cl -2.083 2.461 -3.801 0.527
Cl -3.056 3.742 -0.593 0.501
C -2.985 4.795 0.818 -2.043
Cl -3.631 3.961 2.229 0.510
Cl -1.296 5.239 1.132 0.506
Cl -3.924 6.259 0.514 0.535
Cl 0.632 -9.088 0.056 0.516
C 1.838 -7.939 0.650 -2.051
Cl 1.850 -7.968 2.418 0.516
Cl 3.434 -8.407 0.049 0.516
Cl 1.442 -6.320 0.086 0.589
Cl -2.537 3.389 6.815 0.522
C -2.686 5.096 6.385 -2.059
Cl -4.387 5.572 6.454 0.521
Cl -1.756 6.074 7.523 0.524
Cl -2.078 5.341 4.747 0.490
C 1.260 -2.198 -3.504 -0.322
P 2.455 -2.095 -2.109 0.873
C 2.770 -0.331 -1.713 -0.344
B 1.480 -2.715 -0.621 -0.509
F 0.892 -3.909 -0.724 -0.025
H 1.082 -3.261 -3.683 0.034
H 0.294 -1.740 -3.293 0.006
H 1.687 -1.781 -4.415 0.031
H 3.426 0.142 -2.442 0.031
H 1.858 0.252 -1.572 -0.026
H 3.281 -0.337 -0.746 0.034
H 1.389 -2.129 0.417 0.043
```